Entry 1:
{"formula": "C9H15N2", "method": "the ωB97M-V functional and the def2-TZVPD basis", "species": ["C", "C", "C", "C", "C", "C", "C", "C", "C", "N", "N", "H", "H", "H", "H", "H", "H", "H", "H", "H", "H", "H", "H", "H", "H", "H"], "xyz": [[-1.70413, -0.77893, 0.02770], [-3.00213, 0.95803, 0.13579], [0.21629, -2.23693, 0.34849], [1.00858, -0.97217, -0.31317], [-1.14476, -2.22158, -0.20475], [-0.94447, 0.34734, 0.66697], [0.41288, 0.47492, -0.04182], [1.36667, 1.35132, 0.89884], [0.47923, 1.10343, -1.49179], [-2.87224, -0.35484, -0.26180], [-1.93292, 1.42486, 0.68085], [-1.15182, -2.35255, -1.25120], [-3.98830, 1.44391, 0.14389], [0.85057, -2.92737, 0.00622], [0.34686, -2.08151, 1.42146], [2.03097, -0.88366, -0.07583], [1.09203, -1.08298, -1.33999], [-1.78007, -3.05303, 0.22680], [-0.64682, 0.14385, 1.75018], [2.21482, 1.69406, 0.33648], [1.88177, 0.89204, 1.71021], [1.01721, 2.35414, 1.23996], [0.08219, 0.31132, -2.32551], [1.49543, 1.36455, -1.78357], [-0.17778, 1.98885, -1.44446], [-1.74381, 2.37753, 0.94306]], "homo_energy_ev": -14.411, "de_lowest_kcal_mol": 39.5, "total_charge": 1, "orbital_gap_ev": 9.478, "smiles": "CC1(C)CCCC2=NC=[NH+][C@@H]21", "multiplicity": 1, "total_energy_ha": -461.13691}

---

Entry 2:
{"formula": "C16H14BrN2O2RhSe2Te2", "method": "the ωB97M-V functional and the def2-TZVPD basis", "species": ["Rh", "O", "C", "C", "C", "C", "C", "C", "C", "O", "N", "N", "C", "C", "Br", "C", "C", "C", "C", "C", "C", "C", "H", "H", "H", "H", "H", "H", "H", "H", "H", "H", "H", "H", "H", "H", "Se", "Te", "Te", "Se"], "xyz": [[0.43559, -2.65794, -0.99106], [-3.01698, -2.64089, 1.12787], [-3.70672, -1.63460, 0.56047], [-4.89548, -1.23669, 1.17509], [-5.65950, -0.21982, 0.63784], [-5.26366, 0.41544, -0.53534], [-4.08828, 0.01890, -1.14508], [-3.28819, -0.98709, -0.60391], [-1.98183, -1.29071, -1.29299], [-1.49503, -2.60757, -1.07216], [-1.00222, -0.26186, -0.88174], [0.28717, -0.61532, -0.98480], [1.26595, 0.16255, -0.70476], [2.64524, -0.31542, -0.77019], [2.90079, -2.11754, -1.42609], [3.73432, 0.35856, -0.40258], [3.76594, 1.75852, 0.06061], [3.10390, 2.77894, -0.62283], [3.16212, 4.08570, -0.16275], [3.88613, 4.38922, 0.98092], [4.56729, 3.38388, 1.65397], [4.51677, 2.07935, 1.19173], [-2.32228, -2.93426, 0.49935], [-5.19950, -1.75726, 2.07439], [-6.57952, 0.07167, 1.12891], [-5.86944, 1.19899, -0.97067], [-3.76991, 0.49428, -2.06749], [-2.13266, -1.16831, -2.37154], [-1.26297, 0.42634, -0.19096], [1.08822, 1.17731, -0.36699], [4.68321, -0.16688, -0.41209], [2.57186, 2.55306, -1.53924], [2.65023, 4.86928, -0.70583], [3.93122, 5.40914, 1.33943], [5.14279, 3.61789, 2.53991], [5.05010, 1.29568, 1.71647], [0.80729, -2.38859, 1.38300], [-0.37915, -4.34555, 2.36599], [1.22310, -6.07396, 1.00234], [0.49407, -5.12445, -1.21722]], "homo_energy_ev": [-7.028, -7.028], "total_charge": 0, "orbital_gap_ev": [5.483, 5.484], "multiplicity": 1, "total_energy_ha": -8901.54413}

---

Question: Number 2 is which compound?
Answer: C16H14BrN2O2RhSe2Te2

---

Question: What is the formula in the first record?
Answer: C9H15N2